Here is a molecular structure, C62H105BN14O11Pb2 from OMol25. Energies are from wB97M-V/def2-TZVPD.

```
195
Properties=species:S:1:pos:R:3:forces:R:3
Pb 2.797 0.186 5.939 -3.733 -1.274 0.494
Pb -1.286 -0.940 5.909 2.400 0.589 3.578
O -0.839 -0.709 3.399 2.327 1.357 -4.809
C -0.172 -0.402 2.369 -1.451 -1.410 4.470
O -0.552 -0.352 1.147 -2.010 -0.490 -0.944
B 0.461 0.156 0.227 0.752 -0.522 -0.259
O 1.659 0.152 1.092 0.719 -0.146 2.457
C 1.318 -0.126 2.384 2.845 0.100 1.547
O 2.067 -0.205 3.399 -2.127 0.605 -3.967
O 0.087 1.482 -0.195 -0.264 1.172 0.209
C 0.055 1.651 -1.494 0.420 0.598 -0.938
O -0.314 2.655 -2.077 0.672 -1.675 0.626
C 0.581 0.278 -2.119 -1.968 -1.217 -0.755
O 0.677 -0.610 -1.013 0.116 1.624 -2.145
O 0.564 0.010 -3.319 0.741 0.419 3.568
O -0.714 -0.804 8.393 -1.046 0.056 -1.184
H -1.529 -1.063 8.864 0.556 0.133 -0.297
C 0.341 2.344 5.306 0.886 -0.942 1.181
O 0.345 1.212 6.146 1.274 -0.638 -0.842
H -0.361 3.104 5.648 -0.551 -0.043 -0.368
H 1.316 2.824 5.399 0.452 0.584 -0.161
H 0.263 2.064 4.255 -0.563 0.213 -0.487
C 1.288 -3.124 5.096 0.221 0.149 2.073
O 1.148 -2.030 5.969 0.581 2.148 -0.883
H 2.051 -3.009 4.326 -0.160 0.072 -0.532
H 1.617 -3.915 5.770 0.330 -0.771 -0.308
H 0.313 -3.469 4.753 -0.126 0.072 -0.715
C 3.540 -2.838 0.135 0.885 -0.131 -1.459
C 4.391 -1.887 -0.780 -0.773 0.595 0.421
C 3.869 -1.654 -2.236 0.675 -0.500 0.657
C 3.744 -2.911 -2.953 -0.607 0.148 0.307
N 3.563 -3.909 -3.482 0.049 -0.657 -0.402
H 3.813 -2.702 1.181 -0.234 0.013 -0.042
H 3.770 -3.859 -0.169 0.134 -0.188 0.248
H 2.467 -2.773 -0.045 -0.026 0.567 0.220
H 5.445 -2.168 -0.786 -0.044 -0.462 -0.173
H 4.411 -0.906 -0.306 -0.205 0.246 -0.069
H 4.577 -1.089 -2.842 -0.060 0.445 0.302
H 2.904 -1.147 -2.230 0.096 -0.036 -0.051
C 3.149 4.258 -0.039 -1.098 -1.282 -0.458
C 3.420 3.276 1.128 1.461 0.086 -1.479
C 3.060 3.760 2.479 -0.324 0.853 2.013
C 3.511 2.873 3.574 2.096 -4.224 3.543
N 3.917 2.069 4.383 -2.131 4.613 -4.331
H 3.752 4.035 -0.919 0.506 -0.096 0.349
H 3.193 5.335 0.122 -0.149 -0.179 0.462
H 2.180 3.908 -0.395 -0.550 0.939 -0.115
H 4.499 3.132 1.083 0.157 -0.381 0.425
H 2.964 2.303 0.946 -0.006 0.098 -0.213
H 2.005 3.943 2.681 -0.371 -0.324 -0.334
H 3.481 4.744 2.685 0.358 0.087 -0.013
C 8.097 0.675 -3.381 -0.253 1.453 -0.564
C 7.672 2.195 -3.512 -0.173 -2.447 1.264
C 6.136 2.270 -3.823 0.343 0.469 0.278
C 5.120 1.908 -2.755 5.510 1.540 -5.036
N 4.480 1.610 -1.901 -3.713 -1.444 4.461
H 9.176 0.587 -3.253 -0.079 -0.010 0.467
H 7.927 0.306 -4.392 -0.310 -0.662 0.202
H 7.523 0.150 -2.618 0.165 -0.168 -0.146
H 8.341 2.485 -4.323 -0.750 0.905 -0.181
H 7.921 2.730 -2.595 -0.013 0.192 -0.132
H 5.966 1.613 -4.676 -0.379 0.270 -0.102
H 5.952 3.319 -4.055 -0.399 -0.097 -0.435
C 0.534 -4.234 -6.180 1.430 -1.478 0.503
C 0.175 -2.880 -5.707 -0.424 -0.281 -0.772
C -0.480 -2.998 -4.308 -1.362 0.526 0.111
C -1.355 -4.153 -3.950 3.938 3.919 -2.569
N -1.886 -5.069 -3.612 -2.950 -4.256 1.662
H 1.177 -4.688 -5.426 0.028 -0.482 0.045
H 1.153 -4.216 -7.076 -0.326 -0.026 -0.275
H -0.359 -4.850 -6.286 0.142 -0.103 -0.272
H -0.399 -2.569 -6.580 -1.011 0.930 0.942
H 1.056 -2.239 -5.747 -0.034 0.110 0.786
H -1.227 -2.227 -4.123 0.611 0.889 0.021
H 0.273 -2.987 -3.520 0.092 0.258 -0.087
C -3.984 -7.712 8.493 0.607 -0.072 0.155
C -2.835 -6.753 8.464 1.790 1.332 -0.213
C -3.033 -5.549 7.494 0.029 -0.717 -0.032
C -1.959 -4.543 7.370 1.177 2.794 1.142
N -1.261 -3.593 7.396 -1.841 -3.181 -0.554
H -3.680 -8.523 9.154 -0.212 -0.298 -0.227
H -4.076 -8.059 7.464 -0.777 -0.311 0.185
H -4.875 -7.272 8.940 -0.185 0.009 -0.456
H -1.926 -7.213 8.079 -0.051 -0.566 -0.039
H -2.507 -6.463 9.463 -0.401 0.478 0.097
H -3.990 -5.072 7.708 0.111 0.361 -0.100
H -3.092 -5.990 6.499 -0.384 -0.048 -0.159
C -5.525 -1.421 0.998 -1.388 -0.338 0.052
C -6.742 -1.821 1.883 0.983 0.568 1.143
C -6.217 -1.790 3.337 0.051 -2.224 0.404
C -6.151 -0.484 3.978 0.128 -2.361 -1.300
N -6.106 0.571 4.384 -0.028 2.140 0.948
H -5.294 -0.391 1.266 0.294 -0.049 -0.463
H -5.710 -1.571 -0.066 -0.163 0.523 -0.034
H -4.683 -2.080 1.211 0.033 0.109 0.330
H -7.159 -2.804 1.664 0.199 0.020 -0.027
H -7.571 -1.130 2.035 -0.138 0.273 -1.432
H -5.295 -2.369 3.398 0.739 0.765 0.009
H -6.798 -2.499 3.927 -0.724 0.512 0.400
C -3.934 2.084 -5.021 -1.807 -0.913 -0.165
C -2.493 2.361 -4.852 -0.513 2.042 0.301
C -1.700 1.949 -6.084 1.528 -0.744 0.853
C -1.747 2.741 -7.311 -0.550 -1.490 2.820
N -1.717 3.390 -8.231 0.097 1.638 -2.491
H -4.586 2.329 -4.182 0.417 0.056 0.357
H -4.066 1.020 -5.216 -0.266 -0.138 -0.131
H -4.397 2.636 -5.839 0.280 -0.032 -0.332
H -2.147 2.066 -3.861 0.561 -1.025 -0.476
H -2.461 3.437 -4.682 0.484 0.440 -0.505
H -1.826 0.891 -6.312 -0.490 -0.046 -0.213
H -0.649 1.965 -5.794 0.293 0.115 -0.035
C -1.657 3.634 2.250 -0.350 0.125 0.534
C -2.544 2.545 1.612 0.132 0.857 -0.148
C -3.694 2.020 2.527 1.128 -0.473 0.065
C -3.180 1.516 3.790 1.893 -0.870 3.276
N -2.698 1.155 4.800 -1.589 1.196 -2.856
H -0.728 3.833 1.715 -0.072 -0.291 -0.332
H -1.371 3.337 3.259 0.079 -0.143 0.057
H -2.136 4.605 2.372 -0.332 -0.014 -0.136
H -1.840 1.804 1.232 -0.531 -0.573 0.439
H -3.019 2.924 0.707 -0.086 0.173 -0.038
H -4.154 1.128 2.101 -0.387 0.389 -0.397
H -4.425 2.776 2.813 -0.140 0.034 -0.508
C -2.106 7.667 -4.124 1.258 0.620 0.926
C -1.414 7.286 -2.768 -1.493 -0.134 -0.586
C -1.733 5.812 -2.426 -0.500 -0.801 0.614
C -3.151 5.369 -2.645 0.682 0.631 0.204
N -4.219 4.988 -2.833 0.191 0.066 0.051
H -1.627 6.996 -4.836 -0.654 0.086 -0.494
H -1.879 8.698 -4.398 0.473 0.008 -0.057
H -3.196 7.692 -4.127 0.078 -0.865 0.176
H -1.774 7.883 -1.930 -0.286 0.117 -0.091
H -0.345 7.498 -2.785 0.051 -0.422 -0.294
H -1.497 5.617 -1.380 -0.236 0.125 0.254
H -1.176 4.993 -2.881 0.481 0.453 -0.686
C -1.100 -4.372 -0.231 -0.081 -0.554 0.380
C -2.151 -3.924 0.784 0.722 0.449 -0.661
C -1.574 -4.218 2.172 -0.498 0.531 1.082
C -2.043 -3.449 3.371 -1.573 1.577 2.513
N -2.359 -2.838 4.338 0.589 -2.943 -3.920
H -1.262 -4.001 -1.243 -0.051 -0.017 0.217
H -1.174 -5.459 -0.245 0.557 -0.107 -0.351
H -0.126 -4.070 0.155 0.198 -0.046 -0.428
H -3.007 -4.577 0.612 -0.444 0.637 0.169
H -2.321 -2.874 0.545 -0.529 0.044 0.633
H -0.500 -4.050 2.253 0.208 -0.235 -0.444
H -1.796 -5.275 2.319 0.365 -0.039 0.521
C 1.164 0.116 -8.316 -0.006 -0.786 -0.501
C 0.451 -0.344 -9.660 0.532 0.209 0.964
C -0.395 -1.668 -9.595 -0.412 1.292 -1.088
C -1.493 -1.578 -8.646 2.264 -0.693 -0.962
N -2.350 -1.519 -7.913 -1.994 0.324 1.622
H 1.476 1.158 -8.246 0.111 0.060 -0.962
H 2.050 -0.513 -8.228 0.119 0.136 0.357
H 0.627 0.051 -7.370 -0.632 -0.692 -0.222
H 1.227 -0.532 -10.401 0.163 -0.004 0.091
H -0.090 0.509 -10.069 -0.581 -0.316 0.121
H 0.163 -2.603 -9.654 0.234 0.117 1.105
H -0.960 -1.782 -10.520 0.107 0.439 -0.546
C 1.625 4.811 -6.054 0.767 -1.788 -1.220
C 2.388 3.406 -6.123 0.600 1.982 -1.373
C 2.172 2.550 -4.954 -0.278 -0.443 2.036
C 2.894 1.261 -4.996 -1.811 2.180 -0.212
N 3.508 0.321 -5.142 1.230 -1.797 -0.107
H 2.013 5.398 -6.887 0.084 0.183 0.117
H 1.812 5.354 -5.127 -0.216 -0.231 0.045
H 0.576 4.662 -6.310 -0.173 0.111 0.559
H 3.448 3.624 -6.256 0.241 0.100 0.285
H 2.197 2.810 -7.015 -0.658 0.420 -0.250
H 1.099 2.490 -4.774 -0.044 -0.859 0.021
H 2.504 3.049 -4.043 0.245 0.116 0.182
C 8.128 1.468 1.898 -1.432 0.806 0.434
C 7.098 1.141 3.049 2.002 1.141 -0.365
C 6.579 -0.222 2.827 -0.204 -1.436 -0.394
C 5.684 -0.595 3.910 -3.123 -1.548 3.591
N 4.986 -0.870 4.835 3.062 0.968 -3.956
H 7.565 1.434 0.965 0.109 -0.375 -0.255
H 9.000 0.817 1.840 -0.208 -0.100 0.211
H 8.450 2.508 1.928 0.236 -0.053 0.375
H 6.294 1.866 3.166 0.108 0.086 -0.403
H 7.609 1.117 4.012 0.154 0.254 0.065
H 7.409 -0.928 2.794 0.127 -0.176 0.386
H 6.154 -0.370 1.834 -0.672 0.199 0.106
C -6.965 -3.294 8.114 0.439 0.608 0.001
C -7.232 -1.833 7.646 -0.879 -1.872 -0.922
C -6.215 -0.825 8.068 0.924 -0.103 0.218
C -4.890 -0.965 7.428 4.967 -0.521 -2.427
N -3.793 -1.059 6.950 -5.849 0.309 2.432
H -7.314 -3.658 9.080 -0.411 0.626 0.132
H -5.879 -3.346 8.198 0.166 -0.594 -0.381
H -7.365 -3.974 7.363 0.319 -0.123 0.050
H -8.249 -1.518 7.883 0.121 0.191 0.171
H -7.193 -1.933 6.562 -0.195 0.356 -0.179
H -6.003 -1.060 9.111 -0.149 0.948 0.398
H -6.574 0.176 7.829 0.147 0.126 0.569
```
Forces are in eV/Å.

Values from the calculation:
- E_tot (a.u.) = -4430.0652
- F_max (eV/A) = 7.62
- M (g mol⁻¹) = 1647.8
- E_LUMO (eV) = -0.5333
- total charge = 0
- orbital gap (eV) = 5.7